Record 1
{
  "formula": "H39O19",
  "method": "ωB97M-V with the def2-TZVPD basis set",
  "elements": ["O", "H", "H", "O", "H", "H", "O", "H", "H", "O", "H", "H", "O", "H", "H", "O", "H", "H", "O", "H", "H", "O", "H", "O", "H", "H", "O", "H", "H", "O", "H", "H", "O", "H", "H", "O", "H", "H", "O", "H", "H", "O", "H", "H", "O", "H", "H", "O", "H", "H", "O", "H", "H", "O", "H", "H", "H", "H"],
  "xyz": [[0.43, -2.90, 0.58], [-0.36, 0.25, 4.81], [-0.13, -3.66, 0.40], [2.14, 0.45, 2.64], [2.02, -0.38, 2.18], [2.64, 1.13, 2.16], [-1.97, 0.76, -2.59], [-2.78, 2.58, -0.40], [-2.33, 1.86, -1.76], [1.79, -2.42, 2.82], [0.87, -2.73, 3.03], [-3.28, -1.31, -1.24], [-0.59, 3.56, -0.47], [-0.09, 4.31, -0.81], [-0.06, 2.79, -0.23], [2.84, 1.82, 0.58], [2.91, 2.69, 0.18], [3.03, 1.16, -0.11], [-2.44, -3.31, 1.32], [0.48, -0.31, 3.56], [-3.20, -3.89, 1.31], [-0.39, -0.12, 3.92], [-2.80, -2.49, 0.95], [3.92, 0.14, -1.28], [4.79, -0.22, -1.06], [3.60, -0.60, -1.82], [2.18, -1.85, -1.18], [1.79, -2.44, -0.50], [2.86, 0.91, -3.56], [-0.15, 0.17, -0.07], [-2.74, 1.05, -3.10], [-0.82, -0.06, -0.73], [-3.78, -1.37, -0.42], [-4.33, -0.59, -0.35], [-0.48, -0.43, 0.63], [-2.71, 2.80, -1.42], [1.58, -1.14, -0.90], [1.02, -3.16, 1.32], [0.08, 2.72, 2.19], [0.46, 3.12, 2.97], [2.26, -2.41, 3.66], [-2.61, 2.42, 1.09], [-3.51, 2.18, 1.35], [-1.18, 0.72, -3.22], [-0.66, -3.40, 3.19], [-0.26, 2.39, -4.16], [-0.41, -4.32, 3.26], [-0.56, 1.54, -4.53], [-1.40, -3.26, 2.54], [0.33, 1.18, -4.66], [1.92, 0.79, -3.39], [1.67, -0.14, -3.45], [-1.87, 2.03, 1.58], [0.43, -1.45, -2.96], [0.92, -2.25, -2.73], [-0.36, -1.78, -3.41], [-1.70, 3.17, -1.31], [0.50, 1.84, 2.15]],
  "multiplicity": 1,
  "homo_lumo_gap_ev": 10.074,
  "charge": 1
}

---

Record 2
{
  "formula": "C13H13N3O4S",
  "method": "ωB97M-V with the def2-TZVPD basis set",
  "elements": ["C", "C", "H", "C", "O", "N", "H", "H", "S", "C", "N", "N", "C", "O", "C", "C", "C", "C", "C", "C", "C", "H", "O", "C", "O", "H", "H", "H", "H", "H", "H", "H", "H", "H"],
  "xyz": [[-4.63, -2.26, -0.75], [-3.88, -0.93, -0.53], [-3.39, -0.42, -1.45], [-5.05, 0.04, -0.10], [-5.79, 0.43, -1.04], [-5.29, 0.15, 1.30], [-6.02, 0.75, 1.76], [-4.63, -0.18, 1.78], [-2.74, -1.14, 0.60], [-1.65, 0.13, 0.28], [-1.91, 1.22, -0.66], [-0.93, 1.98, -0.71], [-0.06, 1.35, 0.28], [-0.57, 0.53, 1.06], [1.18, 2.12, 0.70], [2.26, 1.26, 0.42], [2.57, 1.06, -1.02], [3.51, 0.40, -1.55], [4.45, -0.15, -0.82], [4.11, -0.15, 0.74], [3.09, 0.56, 1.08], [2.87, 0.70, 2.39], [5.05, -0.87, 1.31], [5.79, -1.49, 0.40], [5.40, -0.91, -1.27], [5.87, -2.62, 0.26], [6.92, -1.42, 0.37], [3.74, 0.56, -2.73], [1.80, 1.75, -1.62], [1.26, 2.13, 1.99], [1.25, 3.26, 0.38], [-5.51, -2.14, -1.69], [-3.92, -2.92, -1.21], [-5.14, -2.82, 0.05]],
  "multiplicity": 1,
  "homo_lumo_gap_ev": 7.592,
  "charge": 0
}

---

Record 3
{
  "formula": "C2H7ClNO2P",
  "method": "ωB97M-V with the def2-TZVPD basis set",
  "elements": ["C", "C", "N", "O", "O", "P", "Cl", "H", "H", "H", "H", "H", "H", "H"],
  "xyz": [[-1.22, 1.92, -0.46], [-0.41, -1.90, 0.95], [3.33, -0.05, 0.10], [-1.48, 0.48, -0.42], [-0.52, -1.94, -0.47], [-0.79, -0.68, -1.40], [1.79, 0.55, -0.29], [-1.83, 2.20, -1.34], [-0.23, 2.10, -0.65], [-1.59, 2.41, 0.35], [0.05, -2.89, 1.36], [-1.41, -1.56, 1.43], [0.25, -1.09, 1.25], [4.08, 0.44, -0.42]],
  "multiplicity": 1,
  "homo_lumo_gap_ev": [10.173, 5.477],
  "charge": 0
}

---

Listing energy relative to the best compared isomer or geometry (same formula, charge and spin) for the structures above in their given order: 0.0 249.4 140.7 kcal/mol.